Molecular formula: C62H166N14O17
Method: DFT, wB97M-V/def2-TZVPD

Total energy   -4506.9028 Eh
HOMO energy   -0.29268 Ha
HOMO-LUMO gap   8.5 eV
LUMO   0.56 eV

```
! wB97M-V def2-TZVPD RIJCOSX def2/J DEFGRID3
* xyz 0 1
C -6.224 -5.606 -1.264
O -5.303 -4.809 -2.038
C -5.907 -3.644 -2.630
C -4.919 -3.160 -3.764
N -3.715 -2.636 -3.142
C -2.678 -2.059 -4.075
C -1.960 -3.135 -4.945
O -1.148 -2.637 -6.041
C 0.212 -2.308 -5.665
H -5.799 -6.547 -0.914
H -7.145 -5.781 -1.820
H -6.587 -5.151 -0.342
H -6.063 -2.923 -1.827
H -6.939 -3.814 -2.937
H -5.418 -2.417 -4.386
H -4.782 -3.997 -4.449
H -3.348 -3.323 -2.499
H -1.899 -1.653 -3.429
H -3.188 -1.264 -4.619
H -2.704 -3.847 -5.303
H -1.462 -3.851 -4.293
H 0.834 -3.202 -5.636
H 0.238 -1.741 -4.734
H 0.639 -1.665 -6.435
C 2.800 -2.154 2.076
O 1.866 -1.743 1.089
C 0.605 -1.308 1.660
C -0.379 -1.003 0.470
N -0.068 0.161 -0.338
C -1.106 0.520 -1.194
C -0.556 1.238 -2.486
O -0.281 2.619 -2.261
C 0.203 3.188 -3.494
H 2.438 -2.885 2.798
H 3.092 -1.339 2.738
H 3.784 -2.484 1.743
H 0.738 -0.359 2.179
H 0.213 -2.142 2.242
H -1.328 -0.730 0.931
H -0.386 -1.911 -0.132
H 0.048 0.925 0.312
H -1.761 1.173 -0.618
H -1.713 -0.358 -1.419
H -1.279 1.117 -3.292
H 0.346 0.721 -2.815
H 1.174 2.800 -3.799
H 0.263 4.257 -3.289
H -0.557 3.016 -4.256
C 3.501 -10.569 3.157
O 2.857 -9.361 2.992
C 3.638 -8.321 2.292
C 2.719 -7.083 1.990
N 3.209 -6.137 1.043
C 2.224 -5.119 0.614
C 1.225 -5.535 -0.464
O 1.778 -5.847 -1.670
C 0.821 -5.736 -2.814
H 3.555 -11.037 2.175
H 2.838 -11.151 3.798
H 4.475 -10.589 3.646
H 3.977 -8.816 1.382
H 4.530 -8.058 2.861
H 2.581 -6.552 2.932
H 1.759 -7.561 1.799
H 3.672 -6.531 0.237
H 2.911 -4.391 0.182
H 1.866 -4.591 1.497
H 0.525 -4.712 -0.609
H 0.729 -6.413 -0.049
H 1.390 -6.004 -3.705
H 0.652 -4.674 -2.988
H -0.126 -6.274 -2.782
C -4.527 3.644 -4.645
C -5.087 2.585 -5.518
C -4.147 1.300 -5.607
O -2.859 1.733 -6.194
C -1.934 0.670 -6.416
N -6.406 2.174 -4.975
H -4.415 3.094 -3.711
H -5.181 4.509 -4.538
H -3.550 4.020 -4.951
H -5.302 2.883 -6.544
H -4.600 0.536 -6.238
H -3.920 0.939 -4.604
H -1.089 1.080 -6.969
H -2.476 -0.066 -7.009
H -1.678 0.197 -5.468
H -6.233 1.540 -4.209
H -6.845 1.523 -5.610
C 3.028 -2.741 9.665
C 3.499 -4.110 9.299
C 3.813 -4.261 7.842
O 2.554 -4.238 7.184
C 2.379 -3.442 5.935
N 4.512 -4.597 10.216
H 2.204 -2.466 9.007
H 3.809 -2.003 9.484
H 2.759 -2.682 10.720
H 2.637 -4.741 9.518
H 4.164 -5.268 7.617
H 4.516 -3.583 7.358
H 3.063 -3.839 5.186
H 2.721 -2.413 6.044
H 1.386 -3.544 5.498
H 4.037 -4.630 11.107
H 4.817 -5.521 9.943
C -1.860 -3.522 4.685
C -2.378 -2.140 4.138
C -3.413 -2.512 3.081
O -2.900 -3.244 2.050
C -3.791 -3.526 0.989
N -2.902 -1.170 5.071
H -1.508 -3.398 5.710
H -1.099 -3.903 4.005
H -2.550 -4.358 4.796
H -1.528 -1.797 3.549
H -3.674 -1.575 2.590
H -4.363 -2.916 3.431
H -4.694 -3.988 1.388
H -3.396 -4.253 0.280
H -3.996 -2.708 0.299
H -2.119 -0.864 5.632
H -3.166 -0.351 4.544
C 4.748 0.425 -0.409
C 3.247 0.740 -0.641
C 3.035 1.984 -1.533
O 3.283 3.051 -0.596
C 3.009 4.358 -1.045
N 2.720 -0.460 -1.177
H 5.296 1.351 -0.232
H 5.163 -0.021 -1.313
H 4.943 -0.207 0.457
H 2.734 0.900 0.307
H 1.981 1.957 -1.809
H 3.497 2.043 -2.519
H 3.344 4.381 -2.082
H 3.217 5.240 -0.440
H 1.919 4.373 -1.083
H 1.737 -0.348 -1.380
H 2.656 -0.995 -0.323
C 2.190 1.053 -6.326
C 3.312 2.120 -6.353
C 4.675 1.554 -6.673
O 5.132 0.915 -5.532
C 6.468 0.616 -5.429
N 2.908 2.931 -7.501
H 1.230 1.556 -6.204
H 2.387 0.366 -5.504
H 2.227 0.359 -7.166
H 3.454 2.555 -5.363
H 5.378 2.288 -7.068
H 4.498 0.891 -7.520
H 7.133 1.436 -5.699
H 6.627 -0.185 -6.152
H 6.549 0.165 -4.440
H 2.341 3.719 -7.223
H 3.651 3.313 -8.069
C -4.436 0.283 -1.237
C -5.901 0.144 -1.681
C -6.694 1.432 -1.384
O -6.787 1.731 -0.026
C -7.809 2.696 0.270
N -5.859 -0.051 -3.080
H -4.285 0.131 -0.169
H -4.002 1.256 -1.466
H -3.764 -0.371 -1.793
H -6.367 -0.684 -1.145
H -7.657 1.239 -1.857
H -6.391 2.245 -2.044
H -8.775 2.338 -0.086
H -7.777 3.568 -0.383
H -7.924 2.942 1.326
H -5.283 -0.862 -3.254
H -6.797 -0.332 -3.330
C 5.330 -0.198 7.295
C 5.861 -0.949 6.027
C 5.273 -0.215 4.756
O 3.882 0.084 4.824
C 3.521 1.165 3.982
N 7.315 -1.107 6.013
H 5.778 -0.687 8.160
H 4.242 -0.231 7.347
H 5.780 0.795 7.294
H 5.427 -1.948 5.998
H 5.511 -0.832 3.890
H 5.966 0.614 4.617
H 2.532 1.614 4.079
H 3.826 0.909 2.967
H 4.182 1.994 4.231
H 7.572 -1.135 6.989
H 7.677 -0.170 5.901
C -4.135 2.520 1.573
C -2.778 1.810 1.863
C -1.592 2.755 1.745
O -0.375 1.975 1.790
C 0.722 2.830 1.800
N -2.906 1.214 3.233
H -4.129 2.862 0.538
H -4.173 3.417 2.192
H -4.967 1.825 1.682
H -2.638 1.033 1.112
H -1.741 3.576 2.445
H -1.599 3.145 0.727
H 0.732 3.350 0.842
H 1.690 2.335 1.883
H 0.524 3.538 2.605
H -2.088 0.667 3.459
H -2.930 1.944 3.931
C -1.204 -1.079 10.115
C -1.484 -1.028 8.605
C -0.170 -0.869 7.756
O -0.534 -0.654 6.340
C 0.560 -0.263 5.586
N -2.250 -2.173 8.230
H -0.615 -0.193 10.348
H -0.581 -1.903 10.464
H -2.124 -1.010 10.695
H -2.150 -0.216 8.312
H 0.422 -1.769 7.922
H 0.434 -0.037 8.117
H 1.194 0.493 6.050
H 0.336 0.210 4.630
H 1.196 -1.120 5.360
H -2.447 -1.989 7.257
H -1.671 -2.996 8.139
C 0.991 6.615 0.749
C 0.100 7.626 -0.018
C -0.013 7.287 -1.579
O 1.322 7.607 -1.990
C 1.661 7.283 -3.301
N -1.194 7.392 0.578
H 2.030 6.745 0.447
H 0.721 5.572 0.584
H 1.033 6.787 1.825
H 0.328 8.673 0.181
H -0.761 7.873 -2.114
H -0.147 6.207 -1.646
H 1.013 7.787 -4.018
H 1.633 6.213 -3.507
H 2.709 7.567 -3.396
H -1.885 8.051 0.249
H -1.046 7.588 1.558
C -0.490 4.329 -7.258
C 0.679 5.293 -7.404
C 0.176 6.743 -7.599
O 1.306 7.515 -7.932
C 1.174 8.899 -7.976
N 1.367 5.224 -6.154
H -0.989 4.249 -8.224
H -1.201 4.571 -6.468
H -0.078 3.340 -7.058
H 1.386 5.018 -8.186
H -0.415 7.082 -6.748
H -0.565 6.719 -8.398
H 2.172 9.309 -8.132
H 0.830 9.197 -6.986
H 0.571 9.215 -8.827
H 2.008 5.992 -6.011
H 0.682 5.256 -5.413
*
```